Formula: C3H10OS2
Source: OMol25
Level of theory: wB97M-V/def2-TZVPD

**LUMO energy**: 0.0175 Eh
**SMILES string**: CCO.CSS
**Gap between HOMO and LUMO**: 9.537 eV
**Total energy**: -991.88176 Ha
**HOMO**: -0.3330 hartree
**Molecular weight**: 126.246 g/mol
**Relative energy (zero: lowest compared OMol25 entry of this formula, charge and spin)**: 78.40 kJ/mol

XYZ file:
```
16
C3H10OS2 (wB97M-V/def2-TZVPD)
C 2.74 1.14 -1.11
S 1.27 0.88 -0.09
S 1.89 -0.91 0.73
H 3.66 1.17 -0.55
H 2.80 0.37 -1.88
H 2.59 2.08 -1.66
H 2.87 -0.37 1.52
C -2.86 -0.78 0.26
O -4.13 -0.81 -0.38
C -2.09 0.53 0.08
H -2.27 -1.62 -0.11
H -3.09 -0.86 1.32
H -3.99 -1.07 -1.29
H -2.14 1.01 -0.89
H -1.08 0.31 0.44
H -2.58 1.23 0.76
```